Formula: C4H8O2
Source: the OMol25 dataset
Level of theory: ωB97M-V/def2-TZVPD

Output
Net charge ... 0
Frontier orbital gap ... 10.79 eV
Relative energy (zero: lowest compared OMol25 entry of this formula, charge and spin) ... 79.5 kJ/mol

XYZ file:
```
14
Properties=species:S:1:pos:R:3:forces:R:3:lowdin_charge:R:1
O -2.29557 0.89947 -0.51308 0.00 0.18 -0.05 -0.069
O 0.30786 1.55823 -0.71654 0.11 -0.37 0.10 0.061
C -1.69650 -0.08308 0.28994 0.09 -0.29 0.21 -0.276
C 2.09948 0.06390 -0.48103 0.03 -0.02 -0.09 -0.012
C -0.43978 -0.67346 -0.36352 -0.02 0.05 -0.01 -0.107
C 0.62695 0.39409 -0.53568 -0.03 0.37 -0.04 -0.417
H -0.71213 -1.03086 -1.36767 0.13 0.03 0.11 0.136
H -1.58869 1.54338 -0.69106 -0.20 -0.07 -0.03 0.063
H 2.60146 0.77964 -1.13474 0.08 -0.17 0.07 0.086
H 2.34495 -0.96464 -0.75853 -0.13 0.13 0.02 0.081
H -0.05870 -1.53625 0.19675 0.00 0.19 -0.06 0.120
H -1.42377 0.31366 1.28279 -0.09 -0.03 -0.15 0.122
H -2.44283 -0.86951 0.44288 0.15 0.07 -0.01 0.118
H 2.46437 0.24226 0.53765 -0.13 -0.08 -0.09 0.095
```
Positions in Å, forces in eV/Å.



Formula: C20H21BrN13O2RuS
Source: the OMol25 dataset
Level of theory: ωB97M-V/def2-TZVPD

Output
Net charge ... +1
Expectation value of S² ... 6.02
Frontier orbital gap (spin up / spin down) ... 6.93 / 5.61 eV
Relative energy (zero: lowest compared OMol25 entry of this formula, charge and spin) ... 83.4 kJ/mol
Spin multiplicity ... 5

XYZ file:
```
59
Properties=species:S:1:pos:R:3:forces:R:3:lowdin_charge:R:1
Ru 0.81215 1.25800 0.95174 0.25 0.55 0.03 1.286
Br -0.37287 1.32880 3.27062 0.00 -0.14 -0.07 0.867
S -2.85359 0.49821 -1.15741 0.05 -0.08 0.08 0.855
O 1.96530 1.48931 -3.38601 -0.01 0.01 0.00 0.065
O 1.67287 0.74767 -0.64097 0.01 -0.08 0.26 -0.271
N 3.86628 3.77801 1.59177 0.00 -0.12 0.12 -0.038
N -1.93907 3.55537 -1.35167 0.01 -0.02 0.16 -0.067
N 2.01178 2.83393 1.14512 -0.14 -0.21 -0.33 -0.173
N -4.54471 2.54112 -1.46827 -0.21 -0.12 -0.09 -0.015
N -0.40707 2.65541 -0.14977 -0.07 0.12 -0.17 -0.061
N -5.47704 0.45545 -1.25972 0.00 -0.03 0.03 0.135
N -1.70546 2.61439 -0.49613 -0.06 -0.07 -0.03 -0.158
N 3.08293 2.85206 1.98784 0.06 0.07 0.06 -0.050
N 3.37597 4.41386 0.49741 -0.04 0.09 -0.07 0.071
N -0.85606 4.27945 -1.56878 0.12 0.02 -0.08 0.100
N 1.37529 4.14191 -0.76372 0.00 -0.06 -0.11 0.175
N -0.16831 -0.59386 0.64346 0.13 -0.01 -0.01 -0.116
N 0.44486 -1.23416 -0.49707 -0.01 0.01 0.04 0.006
C 0.04037 -1.34427 4.15548 0.04 0.05 0.02 -0.061
C 2.92644 -0.30815 -4.58572 0.02 0.04 -0.03 0.004
C -5.83563 3.20077 -1.60720 0.01 -0.04 0.03 -0.034
C 1.77807 -0.74849 -2.51273 -0.06 -0.01 0.02 -0.113
C 2.22473 0.15155 -3.48317 0.00 -0.05 0.03 -0.262
C 1.39624 -4.64384 5.25222 0.01 -0.02 0.00 -0.055
C 0.92726 -0.19754 -1.40765 0.01 0.12 -0.03 -0.386
C 0.45057 -4.92731 3.05803 -0.01 0.00 -0.02 -0.059
C 3.20731 -1.65882 -4.70617 0.00 -0.01 0.00 -0.064
C 2.24994 3.80722 0.24486 0.00 0.08 0.12 -0.454
C 0.02502 -0.55255 3.08558 0.10 0.10 0.05 -0.587
C 0.37425 -2.76884 4.13286 0.02 -0.04 0.02 -0.220
C 2.09344 -2.09738 -2.62957 0.01 0.01 -0.03 -0.032
C 0.08502 3.70364 -0.82402 -0.08 0.04 0.06 -0.415
C 0.48654 -0.91077 1.73706 -0.19 -0.41 -0.02 -0.265
C 0.07533 -3.59369 3.04561 -0.01 0.02 0.02 -0.039
C -4.40296 1.24825 -1.30131 -0.12 0.12 -0.16 -0.786
C 1.11977 -5.45017 4.15446 0.00 0.02 0.02 -0.056
C 1.01586 -3.31484 5.24839 0.00 0.03 -0.02 -0.021
C 2.80505 -2.55635 -3.72597 -0.01 0.00 0.01 -0.078
H 0.20703 -5.56288 2.21742 0.00 0.00 0.00 0.112
H -6.39922 0.81073 -1.45043 0.01 0.00 -0.02 0.110
H -0.29397 -1.76142 -0.95600 0.01 0.03 -0.03 0.131
H 1.59659 4.96762 -1.30170 0.02 -0.01 0.02 0.164
H -3.70243 3.10037 -1.60464 0.24 0.10 0.08 0.068
H -5.65554 4.25404 -1.79578 0.00 0.01 0.01 0.101
H -6.42336 3.10751 -0.69300 -0.01 -0.01 0.00 0.100
H 1.78157 -2.78842 -1.85778 0.00 0.00 0.00 0.106
H 1.22918 -2.68642 6.10430 0.00 0.00 0.00 0.121
H 1.32804 -1.60091 1.67025 -0.05 -0.07 0.00 0.149
H 3.76159 -2.01193 -5.56562 0.00 0.01 0.00 0.111
H 1.41087 -6.49183 4.16331 0.00 0.00 0.00 0.113
H 1.97531 1.74639 -2.45386 0.01 0.00 -0.02 0.076
H -0.49887 -3.20722 2.21259 0.00 -0.01 0.00 0.112
H -6.39500 2.79578 -2.45281 -0.01 0.01 -0.01 0.097
H -0.18268 -0.90670 5.12290 -0.02 -0.01 0.00 0.125
H 3.25694 0.40834 -5.32557 0.00 -0.01 0.00 0.125
H -5.36432 -0.53922 -1.16942 0.00 0.01 0.07 0.108
H 1.90413 -5.05524 6.11377 0.00 0.00 0.00 0.114
H 3.04635 -3.60648 -3.81450 0.00 0.00 0.00 0.105
H 0.09190 0.37451 -1.84295 -0.04 -0.04 0.00 0.124
```
Positions in Å, forces in eV/Å.



Formula: C4H11N3O2
Source: the OMol25 dataset
Level of theory: ωB97M-V/def2-TZVPD

Output
Net charge ... 0
Frontier orbital gap ... 8.95 eV
Relative energy (zero: lowest compared OMol25 entry of this formula, charge and spin) ... 376.1 kJ/mol

XYZ file:
```
20
Properties=species:S:1:pos:R:3:forces:R:3:lowdin_charge:R:1
O -1.08834 -3.65696 -0.36977 -0.06 -3.89 1.91 0.097
O -0.90456 -1.71945 0.50868 0.82 1.03 1.84 0.094
N -0.92459 1.12121 -0.71706 -3.34 -3.33 0.61 0.087
N 0.22563 3.15354 -1.07700 6.23 -4.42 -1.01 0.011
N 1.18507 0.80271 -0.88203 -1.33 0.79 0.03 0.087
C -0.73430 -3.74657 1.91177 2.99 -2.50 -3.04 0.031
C 0.25086 1.71610 -0.87661 2.60 -0.89 -0.89 -0.550
C -0.81016 -2.89739 0.70584 -1.52 0.79 -2.74 -0.532
C 1.36096 3.76663 -0.41748 2.31 -1.82 0.64 -0.125
H 2.36791 3.17522 -0.46115 -2.18 0.03 -0.43 0.107
H -0.95103 -3.41446 -1.24931 0.42 1.84 -1.79 0.090
H 1.22064 3.78636 0.64930 -0.20 0.66 0.59 0.071
H -1.52433 -3.63977 2.52520 -2.13 0.36 2.50 0.057
H -0.60703 3.49327 -0.89019 -4.71 2.26 1.38 0.038
H 2.15742 0.71981 -0.72239 0.78 1.47 -0.03 0.006
H 1.77438 4.65016 -0.81533 -0.60 1.63 -0.55 0.048
H -0.52571 -4.80436 1.58732 -2.22 0.32 -0.57 0.114
H -1.83196 1.38755 -1.05759 0.18 0.86 -0.15 0.087
H -0.88581 0.04392 -0.59791 0.32 2.75 -0.18 0.105
H 0.24495 -3.93751 2.24570 1.64 2.05 1.89 0.078
```
Positions in Å, forces in eV/Å.



Formula: C4H8N3
Source: the OMol25 dataset
Level of theory: ωB97M-V/def2-TZVPD

Output
Net charge ... +1
Frontier orbital gap ... 9.51 eV
Relative energy (zero: lowest compared OMol25 entry of this formula, charge and spin) ... 638.4 kJ/mol

XYZ file:
```
15
Properties=species:S:1:pos:R:3:forces:R:3:lowdin_charge:R:1
N -1.17961 0.95187 0.14028 4.94 0.10 -0.83 0.214
N 0.13852 0.59715 -0.23403 -6.07 -1.20 0.41 -0.104
N -2.01109 0.08904 0.18264 0.06 -0.76 0.98 -0.001
C -3.03276 -0.62537 0.10521 -0.70 0.14 0.26 0.147
C 1.38480 1.20539 0.03420 1.20 3.60 1.07 -0.116
C 1.99995 -0.25802 0.18842 -2.52 3.09 -0.69 -0.049
C 0.65954 -0.76563 -0.37956 1.12 0.33 -0.02 -0.091
H 1.29486 1.92970 0.90844 0.52 -1.17 -0.73 0.141
H 2.06393 -0.56064 1.17725 0.35 -0.29 1.92 0.095
H 2.90470 -0.24721 -0.27544 2.33 -0.94 -1.70 0.084
H -3.49760 -1.18409 1.00940 1.01 0.94 -1.74 0.159
H 1.72373 1.91071 -0.83585 -0.28 -1.74 1.28 0.158
H -3.43862 -0.50338 -0.90524 -0.74 -0.89 0.36 0.124
H 0.33954 -1.52362 0.29951 -1.17 -0.52 0.09 0.116
H 0.65011 -1.01590 -1.41524 -0.06 -0.69 -0.65 0.122
```
Positions in Å, forces in eV/Å.



Formula: C4H6N2O
Source: the OMol25 dataset
Level of theory: ωB97M-V/def2-TZVPD

Output
Net charge ... 0
Frontier orbital gap ... 8.66 eV
Relative energy (zero: lowest compared OMol25 entry of this formula, charge and spin) ... 327.9 kJ/mol

XYZ file:
```
13
Properties=species:S:1:pos:R:3:forces:R:3:lowdin_charge:R:1
O 0.01419 0.82305 -1.30787 0.06 -0.23 -0.54 -0.006
N 1.46115 -0.90341 -0.70845 -0.07 0.13 -0.02 0.120
N 0.65923 0.74318 0.91465 -0.27 0.44 0.04 0.026
C -0.42955 1.08723 1.58482 0.31 -0.52 0.25 -0.033
C -0.88803 -0.77203 0.19367 -0.24 0.30 -0.04 -0.001
C -1.43182 0.05244 1.09023 -0.12 -0.16 0.19 -0.105
C 0.38283 -0.09241 -0.26147 -0.19 0.07 -0.06 -0.617
H -1.28290 -1.68267 -0.25011 0.00 0.34 -0.09 0.117
H 2.19178 -0.28113 -1.04594 0.08 -0.13 0.03 0.089
H -2.44506 0.00451 1.46806 0.17 -0.12 0.17 0.084
H 1.52296 1.26875 0.98391 -0.23 0.01 -0.11 0.134
H 1.12543 -1.40024 -1.53201 0.18 -0.05 0.17 0.093
H -0.88020 1.15274 -1.12949 0.33 -0.07 0.01 0.100
```
Positions in Å, forces in eV/Å.



Formula: C8H10Br3CrF4N2O11
Source: the OMol25 dataset
Level of theory: ωB97M-V/def2-TZVPD

Output
Net charge ... 0
Expectation value of S² ... 4.00
Frontier orbital gap (spin up / spin down) ... 5.21 / 7.33 eV
Spin multiplicity ... 4

XYZ file:
```
39
Properties=species:S:1:pos:R:3:forces:R:3:lowdin_charge:R:1
Br 24.03380 3.46295 -26.62771 -0.89 -0.26 0.05 0.553
Br 22.98576 1.22479 -28.62424 -0.23 0.29 0.89 0.498
Br 22.75031 0.77841 -25.38792 -0.16 0.76 -0.84 0.507
Cr 14.64873 3.13264 -23.13678 0.99 2.55 -4.09 1.368
F 16.57456 9.58345 -27.36380 -0.91 0.28 0.34 0.059
F 18.94610 2.10117 -24.86865 -0.21 0.17 0.78 0.142
F 17.64202 1.63452 -26.48057 -0.62 0.80 0.29 0.163
F 18.92556 3.37885 -26.56695 -1.25 0.27 0.44 0.122
O 15.89281 3.76627 -25.89799 0.94 -1.34 0.72 -0.096
O 14.36161 7.26191 -22.90659 -0.41 -0.53 -0.12 0.076
O 16.51665 3.15703 -23.81502 -2.61 -1.87 1.98 -0.136
O 12.63518 6.13781 -22.21025 0.53 -0.07 -0.41 0.089
O 11.81178 1.50270 -25.26730 0.45 0.20 1.06 0.079
O 20.34654 9.79488 -25.64792 -0.65 0.10 0.80 0.169
O 18.32887 10.18948 -24.68921 -0.45 0.24 1.53 0.093
O 14.35630 5.14720 -23.08376 1.57 -2.94 -0.47 -0.161
O 18.47477 8.98799 -26.51609 -0.74 -1.17 0.55 0.129
O 12.70665 2.80776 -26.71626 0.13 -0.06 1.34 0.070
O 13.44488 2.85392 -24.73519 2.38 1.12 3.52 -0.158
N 13.73323 6.23360 -22.72350 -0.90 1.11 1.11 -0.533
N 12.61457 2.36135 -25.56486 -1.59 -0.99 -3.79 -0.545
C 15.09813 6.02386 -26.32587 0.89 -0.22 -0.04 -0.049
C 18.10229 2.65892 -25.74307 1.10 -1.05 -0.08 -0.500
C 22.65720 2.11002 -26.86431 1.00 -1.30 -0.41 -1.511
C 19.16240 9.66419 -25.56349 1.25 -0.07 -1.65 -0.576
C 16.02501 4.86648 -26.77014 -1.42 0.41 -1.44 -0.224
C 16.97040 9.81172 -24.94624 0.31 0.35 -1.39 -0.016
C 17.08371 8.99771 -26.24003 1.12 0.17 -0.61 -0.284
C 17.00740 3.54374 -25.02298 -1.33 2.31 -1.74 -0.327
H 17.05963 5.00389 -27.09579 0.15 0.78 0.84 0.124
H 15.36832 6.44040 -25.35423 0.09 0.16 -0.07 0.051
H 21.62841 2.43560 -26.94621 0.22 0.52 0.32 -0.047
H 15.09497 6.77659 -27.11564 0.10 0.20 0.16 0.081
H 15.59994 4.58696 -27.74139 -0.18 -0.57 0.21 0.129
H 16.64644 8.00567 -26.15171 0.30 -0.04 -0.21 0.122
H 17.37023 4.55953 -24.83516 1.08 -0.15 -0.22 0.175
H 16.44440 10.73634 -25.17672 -0.38 -0.13 0.38 0.146
H 16.52126 9.20101 -24.16813 0.20 0.32 0.33 0.134
H 14.06839 5.67894 -26.23927 0.11 -0.37 -0.05 0.085
```
Positions in Å, forces in eV/Å.